A molecular structure, C19H46NOPdSe2Si3 in a non-equilibrium geometry, computed with wB97M-V/def2-TZVPD.

Last column: Mulliken spin population.
CARTESIAN COORDINATES (ANGSTROEM)
1 Pd 0.8639 -0.3475 -0.1197  0.8896
2 C 1.9480 -2.0116 2.9169  0.0098
3 Se 2.6959 -0.9831 1.4474  0.1429
4 C 2.7617 0.7952 2.2811  -0.0050
5 C 1.4965 1.2036 3.0028  0.0001
6 Se -0.1493 0.7607 1.9950  0.1636
7 C -0.9624 2.5284 2.0480  0.0090
8 H 2.5322 -1.8303 3.8160  0.0078
9 H 2.0378 -3.0579 2.6353  -0.0001
10 H 0.8994 -1.7693 3.0715  0.0008
11 H 2.9666 1.4588 1.4453  -0.0025
12 H 3.6142 0.8081 2.9598  0.0004
13 H 1.4869 2.2808 3.1617  -0.0033
14 H 1.4077 0.7087 3.9675  0.0050
15 H -0.9107 2.8893 3.0716  0.0082
16 H -2.0038 2.4034 1.7641  -0.0010
17 H -0.4724 3.2196 1.3665  0.0014
18 C -2.5241 0.7935 -1.0616  0.0106
19 O -1.1185 0.6153 -1.1885  0.0550
20 Si -0.2684 0.8773 -2.6135  -0.0169
21 C -0.5037 2.6439 -3.2156  0.0067
22 C -1.0579 -0.1847 -3.9580  0.0135
23 C 1.4765 0.4248 -2.0990  0.5277
24 Si 2.0174 -1.3427 -2.4882  -0.0588
25 C 2.2292 -1.3714 -4.3728  0.0788
26 C 3.6563 -2.0450 -1.8475  0.0054
27 C 0.7022 -2.6485 -2.0220  0.0647
28 Si 2.7296 1.7974 -1.8145  -0.0186
29 C 3.1450 2.6448 -3.4473  0.0231
30 C 1.9501 3.0554 -0.6089  0.0651
31 C 4.3865 1.2179 -1.1012  0.0015
32 H -2.9796 1.1001 -2.0052  0.0044
33 H -2.7305 1.5646 -0.3184  0.0016
34 H -2.9827 -0.1424 -0.7377  0.0007
35 H -1.5465 2.7980 -3.5046  0.0008
36 H 0.1040 2.8072 -4.1080  0.0023
37 H -0.2453 3.4090 -2.4843  0.0003
38 H -2.1322 0.0129 -3.9914  0.0011
39 H -0.9191 -1.2571 -3.8169  0.0009
40 H -0.6516 0.0850 -4.9348  0.0006
41 H 3.0672 -0.7372 -4.6696  0.0012
42 H 1.3404 -1.0204 -4.8964  -0.0060
43 H 2.4443 -2.3914 -4.6996  0.0068
44 H 4.4964 -1.3674 -2.0047  0.0006
45 H 3.8576 -2.9541 -2.4191  -0.0004
46 H 3.6374 -2.3202 -0.7959  -0.0014
47 H -0.2966 -2.2245 -1.9160  -0.0073
48 H 0.9664 -3.1491 -1.0907  0.0059
49 H 0.6573 -3.4095 -2.8060  0.0008
50 H 2.2808 3.1417 -3.8884  -0.0020
51 H 3.5226 1.9172 -4.1691  0.0012
52 H 3.9235 3.3954 -3.2925  0.0010
53 H 1.4093 3.8283 -1.1579  0.0073
54 H 2.6919 3.5650 0.0105  0.0000
55 H 1.2337 2.5496 0.0399  -0.0262
56 H 5.0216 0.8197 -1.8951  -0.0002
57 H 4.2978 0.4425 -0.3409  0.0019
58 H 4.9123 2.0691 -0.6631  0.0007
59 C -2.1938 -4.7914 -0.6847  0.0002
60 C -2.4594 -4.0628 0.6423  0.0002
61 C -2.2465 -5.0231 1.8240  -0.0001
62 C -3.8858 -3.4948 0.6568  -0.0002
63 C -1.5034 -2.9639 0.7737  0.0008
64 N -0.7412 -2.1102 0.8781  0.0176
65 H -2.8890 -5.6260 -0.7739  0.0000
66 H -1.1770 -5.1824 -0.7206  0.0002
67 H -2.3429 -4.1252 -1.5346  0.0001
68 H -2.9284 -5.8671 1.7235  0.0000
69 H -2.4466 -4.5284 2.7744  0.0001
70 H -1.2243 -5.4018 1.8329  0.0000
71 H -4.5941 -4.3195 0.5817  0.0000
72 H -4.0448 -2.8262 -0.1897  0.0000
73 H -4.0856 -2.9494 1.5791  0.0001

Properties
Multiplicity   3
Frontier orbital gap (spin up / spin down)   8.6 / 7.1 eV
Total charge   +1

=====

3 unconnected molecules or ions with the total composition C19H47N3O5P3S in a non-equilibrium geometry, computed with wB97M-V/def2-TZVPD.

Last column: Mulliken charge in e.
CARTESIAN COORDINATES (ANGSTROEM)
1 C -0.7030 1.0393 -2.1750  -1.4018
2 C -0.7821 0.9493 -0.6341  0.0172
3 C -0.6766 2.3276 -0.0037  -0.8527
4 C -0.6008 2.3810 1.5633  -0.0103
5 C -0.5619 1.0338 2.2543  -1.3571
6 N 0.3998 3.3372 2.0502  -0.4705
7 C 1.7307 2.9031 2.4673  1.0734
8 P 2.7329 1.8728 1.2358  -0.1553
9 P 3.5533 0.0919 2.1753  0.8053
10 O 4.5409 -0.4377 1.2086  -0.7324
11 O 2.4832 -1.0754 2.5020  -0.3382
12 O 4.2263 0.4613 3.5649  -0.4288
13 P 2.6478 4.5382 2.5311  0.0519
14 S 3.0194 5.2934 0.7571  -0.4598
15 C 1.8140 2.4053 3.9429  -0.0057
16 O 1.6514 1.2076 4.1901  -0.4117
17 O 2.0363 3.3453 4.7478  -0.8047
18 H 0.3444 1.0258 -2.4624  0.3524
19 H -1.2536 0.2303 -2.6509  0.4175
20 H -1.1811 1.9723 -2.4723  0.3001
21 H 0.0019 0.2664 -0.3069  0.1242
22 H -1.7254 0.4760 -0.3589  0.2947
23 H 0.1925 2.8612 -0.3967  0.3961
24 H -1.5642 2.8760 -0.3229  0.3320
25 H -1.5693 2.8007 1.8514  0.2147
26 H -1.4223 0.4208 1.9788  0.5495
27 H 0.3244 0.4437 2.0539  -0.0114
28 H -0.6685 1.2055 3.3216  0.5657
29 H 0.5021 4.0783 1.3645  0.3171
30 H 1.8273 1.2534 0.3578  -0.1350
31 H 2.0956 -1.3859 1.6779  0.2600
32 H 4.4436 -0.3694 4.0100  0.3047
33 H 1.8016 5.3543 3.2795  0.0966
34 H 3.7744 4.3078 3.3198  0.0899
35 C -4.2992 -3.7358 6.0798  -1.4488
36 C -2.9338 -3.0790 5.9323  -0.2924
37 N -2.0946 -3.7299 4.9470  0.2017
38 C -0.6992 -3.3166 5.0092  -1.1468
39 C -0.3665 -1.8553 4.6982  -0.4203
40 C -2.6610 -3.8424 3.6163  -0.7503
41 C -3.0997 -2.5537 2.9064  -0.7224
42 H -4.1964 -4.8050 6.2719  0.3304
43 H -4.8346 -3.2894 6.9193  0.4403
44 H -4.9179 -3.6017 5.1913  0.2817
45 H -2.4218 -3.1379 6.8962  0.4494
46 H -3.0767 -2.0070 5.7236  0.2354
47 H -0.1194 -3.9638 4.3448  0.3058
48 H -0.3370 -3.5439 6.0176  0.4312
49 H -0.4517 -1.6337 3.6355  -0.0577
50 H 0.6651 -1.6395 4.9769  0.4247
51 H -0.9992 -1.1589 5.2489  0.3170
52 H -3.5278 -4.5084 3.6718  0.3306
53 H -1.9444 -4.3732 2.9847  0.3283
54 H -3.6868 -1.9052 3.5582  0.2399
55 H -3.7268 -2.8052 2.0475  0.4421
56 H -2.2530 -1.9818 2.5306  0.0823
57 C 1.2483 -1.6310 -5.3208  -1.4668
58 C 0.3126 -0.6345 -5.9894  -0.4348
59 N 0.8841 0.6913 -6.1114  0.2149
60 C -0.0886 1.7127 -6.4495  -0.5657
61 C -0.7932 1.6204 -7.8096  -1.0470
62 C 2.1558 0.7657 -6.8061  -0.7461
63 C 2.2279 0.2228 -8.2404  -0.9514
64 H 1.6003 -1.2486 -4.3622  0.2941
65 H 0.7195 -2.5677 -5.1391  0.4421
66 H 2.1154 -1.8622 -5.9411  0.3140
67 H -0.5865 -0.5578 -5.3718  0.4997
68 H -0.0099 -1.0465 -6.9602  0.2676
69 H 0.3942 2.6899 -6.3653  0.4446
70 H -0.8551 1.7028 -5.6681  0.1776
71 H -0.1318 1.8882 -8.6328  0.2179
72 H -1.6317 2.3199 -7.8331  0.4410
73 H -1.1950 0.6239 -7.9967  0.2622
74 H 2.8990 0.2337 -6.2069  0.3848
75 H 2.4891 1.8060 -6.7981  0.3805
76 H 1.7557 -0.7564 -8.3325  0.2488
77 H 3.2734 0.1080 -8.5344  0.3753
78 H 1.7642 0.8955 -8.9607  0.2571

Properties
Frontier orbital gap   7.5 eV
Total charge   -1